The following is a quantum chemistry calculation of 2 unconnected molecules or ions with the total composition C7H9BrN2, from the OMol25 dataset.

Results
maximum force: 6.71 eV/A
ΔE to the lowest compared entry with this formula, charge and spin: 246.7 kJ/mol
E: -2955.5385 a.u.
HOMO: -0.3289 Ha
orbital gap: 9.19 eV

Last columns: bonded neighbours and bond lengths (Å).
Element x y z (Å)
1 C 2.2787 1.1425 -0.6106  C2 1.371, C3 1.375, H11 1.148
2 C 1.3548 0.9958 -1.6128  C1 1.371, C4 1.338, H12 1.089
3 C 1.9327 0.8861 0.6953  C1 1.375, C5 1.354, H13 1.167
4 C 0.0903 0.6800 -1.3100  C2 1.338, C6 1.411, H14 1.043
5 C 0.6945 0.4743 1.0569  C3 1.354, C6 1.407, H15 1.031
6 C -0.2635 0.4079 0.0281  C4 1.411, C5 1.407, C7 1.493
7 C -1.5929 -0.0799 0.5011  C6 1.493, N9 1.430, Br10 2.144
8 N -0.9293 -2.3514 0.3019  N9 1.433, H17 0.985, H18 1.003
9 N -1.7396 -1.4066 1.0131  C7 1.430, N8 1.433, H19 1.043
10 Br -3.1917 0.4699 -0.8168  C7 2.144
11 H 3.3805 1.3722 -0.8346  C1 1.148
12 H 1.6246 1.0966 -2.6628  C2 1.089
13 H 2.6081 0.8798 1.6474  C3 1.167
14 H -0.5636 0.6680 -2.1220  C4 1.043
15 H 0.4335 0.2909 2.0377  C5 1.031
16 H -2.2810 0.5331 1.6931  no bonds
17 H -0.0372 -1.9482 0.4108  N8 0.985
18 H -1.0892 -2.4200 -0.6859  N8 1.003
19 H -2.7096 -1.6911 1.2702  N9 1.043

Löwdin population analysis, charges in e, atoms 1 to 4:
1. C -0.0885
2. C -0.1012
3. C -0.1028
4. C -0.0704


The following is a quantum chemistry calculation of 2 unconnected molecules or ions with the total composition C4H11NOS, from the OMol25 dataset.

Results
SMILES string: CC(N)=O.CCS
maximum force: 1.77 eV/A
ΔE to the lowest compared entry with this formula, charge and spin: 72.7 kJ/mol
E: -687.1817 a.u.
HOMO: -0.3337 Ha
orbital gap: 9.64 eV

Last columns: bonded neighbours and bond lengths (Å).
Element x y z (Å)
1 C -1.5265 1.6143 0.6077  C2 1.534, S3 1.806, H4 1.088, H5 1.089
2 C -2.6061 0.9267 -0.2381  C1 1.534, H6 1.096, H8 1.089, H9 1.103
3 S -1.1194 3.2452 -0.0533  C1 1.806, H7 1.349
4 H -1.8699 1.6124 1.6400  C1 1.088
5 H -0.6985 0.9064 0.6211  C1 1.089
6 H -2.2779 0.1604 -0.9493  C2 1.096
7 H 0.1228 3.0317 -0.5328  S3 1.349
8 H -3.2994 1.5822 -0.7628  C2 1.089
9 H -3.2748 0.2769 0.3511  C2 1.103
10 C 1.2548 -2.0333 0.6905  C11 1.531, H14 1.087, H15 1.083, H18 1.090
11 C 1.6719 -1.5604 -0.7048  C10 1.531, O12 1.210, N13 1.371
12 O 1.0692 -1.9668 -1.6717  C11 1.210
13 N 2.7295 -0.6891 -0.6748  C11 1.371, H16 1.008, H17 1.005
14 H 2.0084 -1.9093 1.4646  C10 1.087
15 H 0.9766 -3.0668 0.5252  C10 1.083
16 H 3.2080 -0.2735 -1.4590  N13 1.008
17 H 3.1949 -0.4946 0.1942  N13 1.005
18 H 0.4365 -1.3622 0.9522  C10 1.090

Löwdin population analysis, charges in e, atoms 1 to 4:
1. C -0.6273
2. C -0.2015
3. S 0.6883
4. H 0.0601


The following is a quantum chemistry calculation of 2 unconnected molecules or ions with the total composition C34H65ClN4O5S, from the OMol25 dataset.

Results
maximum force: 7.42 eV/A
E: -2787.4693 a.u.
HOMO (alpha / beta): -0.3784 / -0.4029 Ha
orbital gap (alpha / beta): 7.24 / 7.91 eV
net charge: +1
2S+1: 2

Last columns: bonded neighbours and bond lengths (Å).
Element x y z (Å)
1 C -2.3520 0.1248 -0.6576  C2 1.623, H35 1.159, H36 1.143, H37 1.160
2 C -1.9660 -1.2531 -1.4229  C1 1.623, C3 1.620, H38 1.146, H39 1.159
3 C -1.0524 -1.0092 -2.7380  C2 1.620, C4 1.604, H40 1.149, H41 1.143
4 C 0.3901 -0.5249 -2.2304  C3 1.604, C5 1.624, H42 1.161, H43 1.162
5 C 1.4235 -0.1403 -3.4227  C4 1.624, C6 1.614, H44 1.158, H45 1.149
6 C 2.0576 1.3283 -3.2055  C5 1.614, C7 1.613, H46 1.155, H47 1.159
7 C 3.5505 1.3354 -2.5960  C6 1.613, C8 1.605, H48 1.152, H49 1.161
8 C 3.8829 0.1031 -1.6228  C7 1.605, C9 1.611, H50 1.161, H51 1.147
9 C 3.1302 0.2800 -0.2089  C8 1.611, C10 1.639, H52 1.160, H53 1.159
10 C 3.1687 -1.0828 0.7015  C9 1.639, C11 1.596, H54 1.157, H55 1.145
11 C 3.1059 -0.5974 2.2202  C10 1.596, C12 1.553, N29 1.463
12 C 1.8920 -0.4480 3.1767  C11 1.553, C13 1.624, N21 1.455
13 C 0.4041 -0.8629 2.6748  C12 1.624, C14 1.641, H56 1.142, H57 1.158
14 C 0.2459 -2.4366 3.1104  C13 1.641, C15 1.612, H58 1.161, H59 1.143
15 C -0.0867 -3.4019 1.8628  C14 1.612, C16 1.636, H60 1.157, H61 1.142
16 C 0.5143 -4.9088 2.0733  C15 1.636, S17 1.854, H62 1.155, H63 1.142
17 S 1.8384 -5.3459 0.8521  C16 1.854, O18 1.524, O19 1.515, Cl20 2.095
18 O 2.9142 -6.0859 1.6372  S17 1.524
19 O 2.5067 -4.1411 0.2226  S17 1.515
20 Cl 1.1959 -6.6940 -0.6170  S17 2.095
21 N 2.2843 0.0568 4.4841  C12 1.455, C22 1.466, H64 1.029
22 C 3.7370 0.2049 4.3540  N21 1.466, C23 1.604, N29 1.456
23 C 4.5332 0.7586 5.6318  C22 1.604, C24 1.613, H65 1.152, H66 1.142
24 C 4.8356 2.3198 5.3617  C23 1.613, O25 1.277, N26 1.482
25 O 6.0416 2.7297 5.2645  C24 1.277
26 N 3.7843 3.3575 5.2406  C24 1.482, C27 1.501, C28 1.506
27 C 4.3421 4.7245 5.5103  N26 1.501, H67 1.147, H68 1.151, H69 1.160
28 C 3.2092 3.4135 3.8503  N26 1.506, H70 1.151, H71 1.148, H72 1.156
29 N 4.2414 -0.1810 3.0442  C11 1.463, C22 1.456, C30 1.498
30 C 5.7156 -0.1121 2.7889  N29 1.498, C31 1.605, H73 1.160, H74 1.152
31 C 6.1357 0.2952 1.2943  C30 1.605, C32 1.641, H75 1.143, H76 1.159
32 C 7.7742 0.3761 1.2933  C31 1.641, O33 1.443, H77 1.162, H78 1.145
33 O 8.3512 -0.8388 0.7708  C32 1.443, C34 1.448
34 C 8.8069 -1.7323 1.8155  O33 1.448, H79 1.157, H80 1.158, H81 1.143
35 H -3.4979 0.2965 -0.6412  C1 1.159
36 H -1.9786 0.1366 0.4230  C1 1.143
37 H -1.8983 1.0371 -1.2125  C1 1.160
38 H -1.3566 -1.8929 -0.6934  C2 1.146
39 H -2.9100 -1.8678 -1.6935  C2 1.159
40 H -1.5833 -0.1950 -3.3511  C3 1.149
41 H -0.9369 -1.9797 -3.3302  C3 1.143
42 H 0.2091 0.4309 -1.5968  C4 1.161
43 H 0.8963 -1.2698 -1.4960  C4 1.162
44 H 0.7814 -0.0754 -4.3843  C5 1.158
45 H 2.2069 -0.9563 -3.6262  C5 1.149
46 H 2.1136 1.8206 -4.2489  C6 1.155
47 H 1.3683 2.0142 -2.5751  C6 1.159
48 H 4.2774 1.3646 -3.4896  C7 1.152
49 H 3.6714 2.3503 -2.0459  C7 1.161
50 H 5.0248 0.1326 -1.4155  C8 1.161
51 H 3.6751 -0.9310 -2.0742  C8 1.147
52 H 3.5868 1.1483 0.4104  C9 1.160
53 H 2.0140 0.5688 -0.3282  C9 1.159
54 H 2.1707 -1.6165 0.4592  C10 1.157
55 H 4.0686 -1.7457 0.4547  C10 1.145
56 H 0.3113 -0.7852 1.5390  C13 1.142
57 H -0.4161 -0.2706 3.2374  C13 1.158
58 H 1.2624 -2.8055 3.5329  C14 1.161
59 H -0.5097 -2.5809 3.9560  C14 1.143
60 H -1.2347 -3.5475 1.8641  C15 1.157
61 H 0.2899 -3.0256 0.8526  C15 1.142
62 H -0.3293 -5.6887 1.9524  C16 1.155
63 H 0.9477 -5.0199 3.1235  C16 1.142
64 H 1.6863 0.2490 5.2995  N21 1.029
65 H 5.5222 0.1848 5.7704  C23 1.152
66 H 3.8383 0.6992 6.5359  C23 1.142
67 H 4.7990 4.8394 6.5559  C27 1.147
68 H 5.0995 5.0610 4.7114  C27 1.151
69 H 3.4647 5.4795 5.4388  C27 1.160
70 H 3.8368 2.7684 3.1326  C28 1.151
71 H 3.2453 4.5054 3.4969  C28 1.148
72 H 2.0984 3.0946 3.8521  C28 1.156
73 H 6.1336 0.7206 3.4799  C30 1.160
74 H 6.1623 -1.1164 3.1335  C30 1.152
75 H 5.6701 1.2657 0.9111  C31 1.143
76 H 5.8983 -0.6197 0.6244  C31 1.159
77 H 8.1189 0.5932 2.3811  C32 1.162
78 H 8.0280 1.3188 0.6954  C32 1.145
79 H 9.9392 -1.6409 2.0366  C34 1.157
80 H 8.6481 -2.8072 1.4145  C34 1.158
81 H 8.2266 -1.6614 2.7980  C34 1.143
82 C -7.4006 2.1758 -4.9693  C83 1.556, H93 1.091, H94 1.094, H95 1.094
83 C -6.7339 1.0077 -4.1875  C82 1.556, C84 1.548, N88 1.497, C92 1.555
84 C -7.2994 -0.3606 -4.6413  C83 1.548, C85 1.524, H96 1.098, H97 1.095
85 C -8.6556 -0.7259 -4.0511  C84 1.524, C86 1.524, H98 1.094, H99 1.095
86 C -8.6447 -0.5563 -2.5366  C85 1.524, C87 1.542, H100 1.096, H101 1.095
87 C -8.2072 0.8606 -2.1142  C86 1.542, N88 1.498, C90 1.549, C91 1.550
88 N -6.8956 1.2563 -2.7204  C83 1.497, C87 1.498, O89 1.363
89 O -5.9161 0.5687 -2.0687  N88 1.363
90 C -9.3219 1.8593 -2.5122  C87 1.549, H102 1.094, H103 1.095, H104 1.091
91 C -8.1829 0.9415 -0.5667  C87 1.550, H105 1.093, H106 1.094, H107 1.093
92 C -5.2524 1.0390 -4.6588  C83 1.555, H108 1.094, H109 1.097, H110 1.094
93 H -7.8641 2.9167 -4.3168  C82 1.091
94 H -6.6721 2.7516 -5.5473  C82 1.094
95 H -8.1632 1.8210 -5.6688  C82 1.094
96 H -6.5981 -1.1582 -4.3613  C84 1.098
97 H -7.3691 -0.3970 -5.7336  C84 1.095
98 H -9.4446 -0.1205 -4.5065  C85 1.094
99 H -8.8922 -1.7669 -4.2949  C85 1.095
100 H -9.6439 -0.7768 -2.1429  C86 1.096
101 H -7.9782 -1.3055 -2.0976  C86 1.095
102 H -9.0433 2.8857 -2.2564  C90 1.094
103 H -10.2513 1.6339 -1.9792  C90 1.095
104 H -9.5769 1.8303 -3.5723  C90 1.091
105 H -7.5286 0.1908 -0.1161  C91 1.093
106 H -9.1805 0.7678 -0.1528  C91 1.094
107 H -7.8550 1.9286 -0.2294  C91 1.093
108 H -4.7506 1.9551 -4.3343  C92 1.094
109 H -5.1972 1.0015 -5.7539  C92 1.097
110 H -4.6765 0.1837 -4.2935  C92 1.094

Löwdin population analysis, charges in e, atoms 1 to 4:
1. C -0.1182
2. C -0.2452
3. C -0.2101
4. C -0.2244


The following is a quantum chemistry calculation of a single C2H5INOP molecule, from the OMol25 dataset.

Results
maximum force: 2.81 eV/A
ΔE to the lowest compared entry with this formula, charge and spin: 0.0 kJ/mol
E: -848.1453 a.u.
HOMO (alpha / beta): -0.2428 / -0.3441 Ha
orbital gap (alpha / beta): 6.99 / 6.30 eV
2S+1: 3

Last columns: bonded neighbours and bond lengths (Å).
Element x y z (Å)
1 C -0.0174 0.5869 0.3222  C2 1.528, H7 1.088, H8 1.088, H9 1.086
2 C 0.8011 -0.4176 -0.4876  C1 1.528, N3 1.404, O4 1.415, H10 1.104
3 N 2.1647 -0.0886 -0.4179  C2 1.404, P5 1.549
4 O 0.6514 -1.7407 -0.0086  C2 1.415, H11 0.963
5 P 3.1675 -1.0961 0.1966  N3 1.549, I6 2.434
6 I 5.2189 0.1995 -0.0017  P5 2.434
7 H 0.2438 0.4968 1.3748  C1 1.088
8 H -1.0809 0.3968 0.1964  C1 1.088
9 H 0.2095 1.5935 -0.0160  C1 1.086
10 H 0.4982 -0.3594 -1.5478  C2 1.104
11 H -0.2777 -1.9918 0.0307  O4 0.963

Löwdin population analysis, charges in e, atoms 1 to 4:
1. C -0.0470
2. C -0.6201
3. N -0.3530
4. O -0.1050


The following is a quantum chemistry calculation of 6 unconnected molecules or ions with the total composition C43H41Br2FN5O14, from the OMol25 dataset.

Results
maximum force: 7.07 eV/A
ΔE to the lowest compared entry with this formula, charge and spin: 541.8 kJ/mol
E: -8237.4476 a.u.
HOMO: -0.4350 Ha
orbital gap: 7.64 eV
net charge: +1

Last columns: bonded neighbours and bond lengths (Å).
Element x y z (Å)
1 C -2.7439 -0.4112 -2.8576  C2 1.620, H26 1.158, H27 1.160, H28 1.156
2 C -1.1780 -0.1732 -2.5158  C1 1.620, C3 1.636, H29 1.160, H30 1.157
3 C -0.5789 -1.3125 -1.5063  C2 1.636, N4 1.491, H31 1.142, H32 1.157
4 N 0.2773 -0.7118 -0.4444  C3 1.491, C5 1.447, N19 1.368
5 C -0.3616 -0.3781 0.8097  N4 1.447, C6 1.591, N9 1.448
6 C -1.8616 -0.5773 1.3006  C5 1.591, O7 1.467, H33 1.155, H34 1.143
7 O -2.2123 -2.0015 1.3323  C6 1.467, O8 1.359
8 O -3.5489 -2.0967 1.5578  O7 1.359, H35 0.990
9 N 0.7419 0.2082 1.5406  C5 1.448, C10 1.448
10 C 1.9974 0.2199 0.8192  N9 1.448, N11 1.334, N19 1.449
11 N 3.2189 0.6553 1.1319  C10 1.334, C12 1.524, C14 1.480
12 C 3.3102 1.3140 2.5031  N11 1.524, C13 1.621, H36 1.148, H37 1.161
13 C 3.4992 0.2338 3.6972  C12 1.621, H38 1.156, H39 1.157, H40 1.147
14 C 4.4535 0.5758 0.3192  N11 1.480, Br15 2.024, C16 1.621, H41 1.160
15 Br 6.1413 0.4508 1.4298  C14 2.024
16 C 4.6969 1.8225 -0.6883  C14 1.621, C17 1.614, Br18 1.984, H42 1.160
17 C 5.7536 2.9247 -0.1643  C16 1.614, H43 1.158, H44 1.145, H45 1.160
18 Br 3.0559 2.7976 -1.2274  C16 1.984
19 N 1.6082 -0.3940 -0.4341  N4 1.368, C10 1.449, C20 1.469
20 C 2.2690 -0.7107 -1.7078  N19 1.469, O21 1.267, N22 1.486
21 O 2.0711 0.0250 -2.7201  C20 1.267
22 N 3.1890 -1.8601 -1.9109  C20 1.486, C23 1.473, H46 1.046
23 C 2.4852 -3.0616 -2.3903  N22 1.473, O24 1.262, F25 1.412
24 O 2.0950 -3.9350 -1.5679  C23 1.262
25 F 2.2012 -3.3017 -3.7524  C23 1.412
26 H -3.3550 0.5665 -2.7545  C1 1.158
27 H -3.2562 -1.1579 -2.1319  C1 1.160
28 H -2.9088 -0.8468 -3.9160  C1 1.156
29 H -1.0197 0.8854 -2.0690  C2 1.160
30 H -0.6337 -0.1728 -3.5368  C2 1.157
31 H -0.0596 -2.0790 -2.1756  C3 1.142
32 H -1.5110 -1.8458 -1.0749  C3 1.157
33 H -1.9141 -0.2065 2.3934  C6 1.155
34 H -2.6369 0.0015 0.6913  C6 1.143
35 H -3.8157 -3.0429 1.4373  O8 0.990
36 H 4.0831 2.1625 2.5279  C12 1.148
37 H 2.3010 1.8370 2.7369  C12 1.161
38 H 3.0825 0.7065 4.6661  C13 1.156
39 H 4.6169 0.0137 3.9006  C13 1.157
40 H 2.8998 -0.7311 3.5362  C13 1.147
41 H 4.5340 -0.3790 -0.3337  C14 1.160
42 H 5.1549 1.3869 -1.6603  C16 1.160
43 H 6.8561 2.6389 -0.3731  C17 1.158
44 H 5.5807 3.2681 0.9140  C17 1.145
45 H 5.5724 3.8655 -0.8187  C17 1.160
46 H 3.4959 -2.1143 -0.9437  N22 1.046
47 C -8.7223 -0.8969 1.6332  C48 1.334, C53 1.479, H55 1.083
48 C -8.2747 -2.1523 1.6895  C47 1.334, C49 1.478, H56 1.083
49 C -7.0674 -2.5015 2.4668  C48 1.478, O50 1.220, C51 1.477
50 O -6.6553 -3.6483 2.5170  C49 1.220
51 C -6.3765 -1.4076 3.1798  C49 1.477, C52 1.333, H57 1.082
52 C -6.8225 -0.1526 3.1240  C51 1.333, C53 1.479, H58 1.083
53 C -8.0307 0.1978 2.3469  C47 1.479, C52 1.479, O54 1.216
54 O -8.4395 1.3422 2.2969  C53 1.216
55 H -9.6044 -0.6232 1.0678  C47 1.083
56 H -8.7692 -2.9657 1.1729  C48 1.083
57 H -5.4944 -1.6817 3.7443  C51 1.082
58 H -6.3260 0.6603 3.6402  C52 1.083
59 C 4.9748 -1.5312 -8.5015  C60 1.334, C65 1.478, H67 1.083
60 C 6.1671 -1.8081 -7.9712  C59 1.334, C61 1.478, H68 1.083
61 C 6.2989 -2.2366 -6.5627  C60 1.478, O62 1.217, C63 1.478
62 O 7.3860 -2.4875 -6.0768  C61 1.217
63 C 5.0588 -2.3478 -5.7656  C61 1.478, C64 1.333, H69 1.083
64 C 3.8670 -2.0710 -6.2956  C63 1.333, C65 1.478, H70 1.082
65 C 3.7349 -1.6424 -7.7043  C59 1.478, C64 1.478, O66 1.217
66 O 2.6473 -1.3916 -8.1885  C65 1.217
67 H 4.8599 -1.2154 -9.5309  C59 1.083
68 H 7.0847 -1.7324 -8.5413  C60 1.083
69 H 5.1738 -2.6636 -4.7361  C63 1.083
70 H 2.9499 -2.1466 -5.7255  C64 1.082
71 C -5.1011 -4.0201 -2.5643  C72 1.334, C77 1.478, H79 1.083
72 C -6.1683 -3.8335 -1.7868  C71 1.334, C73 1.478, H80 1.084
73 C -7.4740 -3.4404 -2.3581  C72 1.478, O74 1.216, C75 1.478
74 O -8.4462 -3.2678 -1.6475  C73 1.216
75 C -7.5515 -3.2642 -3.8237  C73 1.478, C76 1.334, H81 1.083
76 C -6.4837 -3.4509 -4.6015  C75 1.334, C77 1.478, H82 1.083
77 C -5.1781 -3.8437 -4.0302  C71 1.478, C76 1.478, O78 1.217
78 O -4.2035 -4.0160 -4.7385  C77 1.217
79 H -4.1370 -4.3074 -2.1628  C71 1.083
80 H -6.1293 -3.9592 -0.7113  C72 1.084
81 H -8.5153 -2.9770 -4.2250  C75 1.083
82 H -6.5229 -3.3252 -5.6764  C76 1.083
83 C 5.0659 7.4657 0.9014  C84 1.334, C89 1.478, H91 1.083
84 C 5.5148 6.2105 0.9447  C83 1.334, C85 1.479, H92 1.081
85 C 6.7377 5.8582 1.6987  C84 1.479, O86 1.221, C87 1.478
86 O 7.1543 4.7108 1.7401  C85 1.221
87 C 7.4406 6.9513 2.4032  C85 1.478, C88 1.334, H93 1.083
88 C 6.9915 8.2066 2.3598  C87 1.334, C89 1.478, H94 1.083
89 C 5.7698 8.5583 1.6062  C83 1.478, C88 1.478, O90 1.216
90 O 5.3584 9.7015 1.5677  C89 1.216
91 H 4.1732 7.7411 0.3538  C83 1.083
92 H 5.0105 5.4008 0.4352  C84 1.081
93 H 8.3333 6.6764 2.9510  C87 1.083
94 H 7.4954 9.0183 2.8697  C88 1.083
95 C -2.7894 0.5941 8.0489  C96 1.334, C101 1.478, H103 1.083
96 C -3.3362 1.3096 7.0646  C95 1.334, C97 1.478, H104 1.083
97 C -3.6205 0.7069 5.7456  C96 1.478, O98 1.219, C99 1.479
98 O -4.1181 1.3605 4.8453  C97 1.219
99 C -3.2772 -0.7191 5.5594  C97 1.479, C100 1.334, H105 1.083
100 C -2.7306 -1.4347 6.5432  C99 1.334, C101 1.479, H106 1.083
101 C -2.4461 -0.8318 7.8630  C95 1.478, C100 1.479, O102 1.216
102 O -1.9495 -1.4840 8.7608  C101 1.216
103 H -2.5738 1.0196 9.0210  C95 1.083
104 H -3.5943 2.3545 7.1845  C96 1.083
105 H -3.4929 -1.1449 4.5868  C99 1.083
106 H -2.4725 -2.4798 6.4231  C100 1.083

Löwdin population analysis, charges in e, atoms 1 to 4:
1. C -0.1127
2. C -0.1956
3. C -0.0933
4. N -0.0119